Entry a
{
  "formula": "C7H8N4S",
  "method": "ωB97M-V with the def2-TZVPD basis set",
  "molar_mass_g_mol": 180.24,
  "homo_lumo_gap_ev": 7.732,
  "homo_ha": -0.3102,
  "lumo_ev": -0.71,
  "elements": ["C", "C", "C", "C", "C", "C", "C", "H", "H", "H", "H", "H", "H", "H", "H", "N", "N", "N", "N", "S"],
  "coordinates": [[2.800, -1.559, -0.694], [2.073, -0.341, -1.411], [-0.062, 0.474, -0.079], [-1.819, -0.825, -0.651], [-2.214, 0.635, 1.128], [-0.811, 2.098, 1.669], [-0.918, 1.202, 0.775], [2.667, -2.549, -1.423], [4.063, -1.390, -0.354], [2.037, -1.681, 0.484], [1.159, -0.488, -1.939], [2.615, 0.327, -2.335], [-2.001, -1.652, -1.267], [-3.596, -0.572, 0.142], [0.168, 2.680, 1.869], [-0.561, -0.527, -0.787], [-2.594, -0.415, 0.363], [-2.767, 1.302, 2.177], [-1.869, 2.281, 2.502], [1.631, 1.002, -0.171]]
}


Entry b
{
  "formula": "C7H8N4S",
  "method": "ωB97M-V with the def2-TZVPD basis set",
  "molar_mass_g_mol": 180.24,
  "smiles": "[H]/N=c1/sc(N)c(C#N)n1CC=C",
  "homo_lumo_gap_ev": 7.943,
  "homo_ha": -0.2799,
  "lumo_ev": 0.33,
  "elements": ["H", "N", "C", "S", "C", "N", "C", "C", "N", "N", "C", "C", "C", "H", "H", "H", "H", "H", "H", "H"],
  "coordinates": [[2.369, -1.396, 0.601], [1.581, -1.879, 0.961], [0.405, -1.382, 0.981], [-1.069, -2.185, 1.488], [-1.876, -0.857, 0.739], [-3.221, -0.971, 0.582], [-1.061, 0.112, 0.224], [-1.729, 1.248, -0.291], [-2.175, 2.254, -0.590], [0.287, -0.139, 0.408], [1.328, 0.935, 0.389], [2.133, 0.989, -0.935], [1.563, 0.437, -2.084], [-3.682, -0.113, 0.296], [-3.666, -1.532, 1.400], [1.021, 1.913, 0.546], [1.924, 0.723, 1.333], [3.129, 1.409, -0.847], [2.184, 0.338, -3.014], [0.556, 0.097, -2.186]]
}


entry b is favored, and the nearest alternative lies 214.6 kJ/mol above it.


Entry a
{
  "formula": "C20H40O5",
  "method": "ωB97M-V with the def2-TZVPD basis set",
  "molar_mass_g_mol": 360.54,
  "smiles": "C1CCOC1.C1CCOC1.C1CCOC1.C1CCOC1.C1CCOC1",
  "homo_lumo_gap_ev": 9.779,
  "homo_ha": -0.3362,
  "lumo_ev": 0.63,
  "elements": ["C", "C", "C", "O", "C", "H", "H", "H", "H", "H", "H", "H", "H", "C", "C", "C", "O", "C", "H", "H", "H", "H", "H", "H", "H", "H", "C", "C", "C", "O", "C", "H", "H", "H", "H", "H", "H", "H", "H", "C", "C", "C", "O", "C", "H", "H", "H", "H", "H", "H", "H", "H", "C", "C", "C", "O", "C", "H", "H", "H", "H", "H", "H", "H", "H"],
  "coordinates": [[1.977, -2.871, 4.574], [1.211, -3.293, 5.825], [1.265, -2.007, 6.650], [1.246, -0.927, 5.716], [1.440, -1.451, 4.388], [1.772, -3.427, 3.659], [3.045, -2.895, 4.796], [1.670, -4.127, 6.356], [0.182, -3.560, 5.575], [2.206, -1.944, 7.205], [0.420, -1.920, 7.333], [2.114, -0.813, 3.821], [0.449, -1.496, 3.935], [-3.539, -4.062, -2.027], [-4.423, -4.381, -0.843], [-5.490, -3.288, -0.972], [-4.850, -2.171, -1.592], [-3.525, -2.542, -2.006], [-4.000, -4.416, -2.952], [-2.558, -4.534, -1.958], [-3.937, -4.300, 0.130], [-4.918, -5.354, -0.869], [-5.921, -2.971, -0.020], [-6.335, -3.598, -1.598], [-2.844, -2.182, -1.226], [-3.301, -2.101, -2.974], [1.050, 2.082, -4.730], [-0.001, 2.746, -5.601], [-1.306, 2.376, -4.899], [-1.052, 1.166, -4.178], [0.308, 0.817, -4.312], [1.304, 2.692, -3.859], [1.991, 1.843, -5.226], [0.020, 2.371, -6.627], [0.127, 3.827, -5.693], [-2.125, 2.244, -5.605], [-1.587, 3.139, -4.167], [0.409, 0.073, -5.119], [0.720, 0.341, -3.424], [0.333, 0.094, -0.807], [0.927, -1.286, -1.054], [0.527, -2.025, 0.203], [0.764, -1.091, 1.239], [0.387, 0.174, 0.741], [-0.695, 0.121, -1.163], [0.929, 0.907, -1.215], [2.014, -1.161, -1.127], [0.633, -1.827, -1.955], [0.968, -3.000, 0.395], [-0.565, -2.196, 0.179], [1.024, 0.947, 1.173], [-0.603, 0.504, 1.101], [1.820, 5.050, 0.290], [2.383, 3.687, 0.677], [3.352, 4.115, 1.769], [2.624, 5.065, 2.542], [1.697, 5.704, 1.678], [0.826, 5.006, -0.157], [2.485, 5.580, -0.391], [2.918, 3.183, -0.127], [1.583, 3.091, 1.116], [4.201, 4.660, 1.332], [3.744, 3.290, 2.360], [1.830, 6.789, 1.662], [0.683, 5.532, 2.057]]
}


Entry b
{
  "formula": "C20H40O5",
  "method": "ωB97M-V with the def2-TZVPD basis set",
  "molar_mass_g_mol": 360.54,
  "smiles": "C1CCOC1.C1CCOC1.C1CCOC1.C1CCOC1.C1CCOC1",
  "homo_lumo_gap_ev": 10.174,
  "homo_ha": -0.3521,
  "lumo_ev": 0.59,
  "elements": ["C", "C", "C", "O", "C", "H", "H", "H", "H", "H", "H", "H", "H", "C", "C", "C", "O", "C", "H", "H", "H", "H", "H", "H", "H", "H", "C", "C", "C", "O", "C", "H", "H", "H", "H", "H", "H", "H", "H", "C", "C", "C", "O", "C", "H", "H", "H", "H", "H", "H", "H", "H", "C", "C", "C", "O", "C", "H", "H", "H", "H", "H", "H", "H", "H"],
  "coordinates": [[-4.331, -1.006, 2.701], [-5.750, -0.876, 3.241], [-5.584, -1.307, 4.687], [-4.302, -0.889, 5.062], [-3.450, -0.621, 3.931], [-4.285, -0.272, 1.893], [-4.015, -1.983, 2.338], [-6.474, -1.457, 2.663], [-6.132, 0.139, 3.105], [-5.732, -2.394, 4.754], [-6.352, -0.887, 5.341], [-2.536, -1.200, 3.970], [-3.360, 0.465, 3.875], [1.510, 0.998, -3.891], [1.014, -0.190, -4.679], [2.092, -0.327, -5.718], [2.407, 1.052, -6.046], [1.957, 1.932, -4.990], [2.294, 0.693, -3.197], [0.647, 1.376, -3.336], [0.030, 0.005, -5.112], [0.898, -1.112, -4.100], [1.805, -0.896, -6.598], [2.995, -0.771, -5.291], [1.157, 2.567, -5.377], [2.780, 2.556, -4.642], [0.691, 0.804, 1.106], [1.125, 0.470, -0.344], [-0.052, -0.456, -0.849], [-1.033, -0.324, 0.173], [-0.815, 0.824, 0.975], [1.078, 1.820, 1.254], [1.139, 0.195, 1.886], [2.137, 0.076, -0.348], [1.072, 1.407, -0.900], [0.261, -1.500, -0.861], [-0.431, -0.133, -1.818], [-1.359, 0.643, 1.903], [-1.187, 1.784, 0.604], [-0.226, -4.327, 3.072], [-1.153, -3.350, 2.389], [-1.186, -3.725, 0.903], [0.065, -4.363, 0.691], [0.429, -5.063, 1.873], [-0.849, -4.979, 3.678], [0.577, -3.839, 3.618], [-0.924, -2.289, 2.515], [-2.196, -3.423, 2.724], [-1.172, -2.810, 0.314], [-2.009, -4.400, 0.643], [1.507, -5.205, 1.965], [0.103, -6.110, 1.776], [3.133, 3.810, -2.086], [2.683, 4.757, -0.969], [3.882, 4.742, 0.008], [4.871, 3.935, -0.608], [4.140, 2.958, -1.354], [3.573, 4.294, -2.952], [2.249, 3.229, -2.373], [1.789, 4.415, -0.447], [2.489, 5.766, -1.338], [3.542, 4.301, 0.957], [4.198, 5.739, 0.312], [3.741, 2.238, -0.629], [4.840, 2.491, -2.047]]
}


entry a is favored, and the nearest alternative lies 54.8 kJ/mol above it.


Entry a
{
  "formula": "C9H9N3",
  "method": "ωB97M-V with the def2-TZVPD basis set",
  "molar_mass_g_mol": 159.19,
  "homo_lumo_gap_ev": 9.665,
  "homo_ha": -0.3358,
  "lumo_ev": 0.53,
  "elements": ["C", "C", "C", "C", "C", "C", "C", "C", "C", "H", "H", "H", "H", "H", "H", "H", "H", "H", "N", "N", "N"],
  "coordinates": [[0.094, 0.231, 2.554], [2.433, 0.812, -0.093], [1.304, 0.335, 0.419], [0.043, -0.148, -0.307], [-0.301, 0.772, -1.313], [-1.424, 0.603, -2.113], [-2.000, -0.664, -1.890], [-1.584, -1.670, -1.008], [-0.550, -1.431, -0.113], [0.426, -0.775, 3.140], [-0.838, 0.018, 1.814], [-0.672, 1.350, 3.222], [2.640, 0.548, -1.125], [0.484, 1.633, -1.359], [-1.752, 1.003, -3.084], [-2.932, -0.696, -2.689], [-2.324, -2.724, -1.348], [-0.108, -2.373, 0.436], [1.359, 0.575, 1.795], [2.473, 1.315, 2.065], [3.226, 1.287, 0.996]]
}


Entry b
{
  "formula": "C9H9N3",
  "method": "ωB97M-V with the def2-TZVPD basis set",
  "molar_mass_g_mol": 159.19,
  "homo_lumo_gap_ev": [6.428, 6.821],
  "homo_ha": [-0.2643, -0.2746],
  "lumo_ev": [-0.77, -0.65],
  "elements": ["C", "C", "C", "C", "C", "C", "C", "C", "C", "N", "N", "N", "H", "H", "H", "H", "H", "H", "H", "H", "H"],
  "coordinates": [[2.932, -0.388, -0.045], [2.092, -1.530, 0.002], [2.383, 0.845, -0.031], [0.741, -1.394, 0.052], [-3.255, 0.567, -0.032], [0.960, 1.066, 0.014], [0.110, -0.120, 0.043], [0.486, 2.336, 0.017], [-2.118, -1.264, 0.001], [-3.425, -0.711, -0.055], [-1.986, 1.015, 0.029], [-1.223, -0.068, 0.039], [4.002, -0.518, -0.083], [2.534, -2.514, 0.001], [3.006, 1.726, -0.053], [0.128, -2.281, 0.099], [-4.069, 1.267, -0.061], [1.177, 3.162, -0.027], [-0.564, 2.557, 0.063], [-1.996, -1.870, 0.907], [-1.915, -1.882, -0.880]]
}


entry b is favored, and the nearest alternative lies 378.8 kJ/mol above it.


Entry a
{
  "formula": "C3H10N4O",
  "method": "ωB97M-V with the def2-TZVPD basis set",
  "molar_mass_g_mol": 118.14,
  "smiles": "C/N=N/N.C=NOC",
  "homo_lumo_gap_ev": 8.453,
  "homo_ha": -0.2954,
  "lumo_ev": 0.41,
  "elements": ["C", "N", "N", "N", "H", "H", "H", "H", "H", "C", "N", "O", "C", "H", "H", "H", "H", "H"],
  "coordinates": [[0.332, -2.078, -1.215], [0.073, -1.249, -0.065], [-1.083, -1.372, 0.436], [-1.390, -0.469, 1.335], [-0.515, -2.726, -1.458], [1.221, -2.681, -1.019], [0.566, -1.417, -2.056], [-2.332, -0.598, 1.679], [-0.667, 0.558, 1.301], [-0.927, 1.540, -1.296], [0.210, 1.265, -0.860], [0.228, 1.486, 0.818], [1.543, 1.205, 1.274], [-1.830, 1.527, -0.682], [-1.032, 1.606, -2.375], [1.571, 1.395, 2.349], [2.264, 1.853, 0.775], [1.765, 0.156, 1.059]]
}


Entry b
{
  "formula": "C3H10N4O",
  "method": "ωB97M-V with the def2-TZVPD basis set",
  "molar_mass_g_mol": 118.14,
  "homo_lumo_gap_ev": [8.188, 8.189],
  "homo_ha": [-0.2803, -0.2803],
  "lumo_ev": [0.56, 0.56],
  "elements": ["C", "C", "C", "N", "N", "N", "N", "O", "H", "H", "H", "H", "H", "H", "H", "H", "H", "H"],
  "coordinates": [[-1.258, -0.329, -0.075], [1.076, 0.868, 0.349], [0.759, 1.040, 1.796], [0.083, -0.743, -0.427], [-1.135, 1.005, -0.530], [0.344, -2.099, -0.602], [-0.107, 0.092, -2.104], [-0.706, -0.629, -2.812], [-1.768, 1.691, -0.131], [1.308, -2.202, -0.909], [-0.248, -2.509, -1.331], [-1.988, -0.935, -0.645], [-1.471, -0.508, 0.992], [1.966, 0.280, 0.158], [1.053, 1.756, -0.263], [-0.009, 1.793, 1.959], [1.674, 1.328, 2.331], [0.429, 0.101, 2.246]]
}


entry a is favored, and the nearest alternative lies 241.8 kJ/mol above it.


Entry a
{
  "formula": "CH5NOS2",
  "method": "ωB97M-V with the def2-TZVPD basis set",
  "molar_mass_g_mol": 111.19,
  "homo_lumo_gap_ev": [7.665, 7.665],
  "homo_ha": [-0.3156, -0.3156],
  "lumo_ev": [-0.92, -0.92],
  "elements": ["C", "N", "O", "S", "S", "H", "H", "H", "H", "H"],
  "coordinates": [[-1.491, 0.001, 0.407], [0.640, -0.880, -1.118], [2.101, 0.774, 0.367], [-1.331, 0.377, -1.389], [1.397, -0.728, 0.282], [-0.507, -0.094, 0.703], [-2.201, -0.886, 0.495], [-1.837, 0.895, 1.006], [1.053, -0.709, -2.030], [2.175, 1.251, 1.276]]
}


Entry b
{
  "formula": "CH5NOS2",
  "method": "ωB97M-V with the def2-TZVPD basis set",
  "molar_mass_g_mol": 111.19,
  "smiles": "CSNSO",
  "homo_lumo_gap_ev": 9.293,
  "homo_ha": -0.3189,
  "lumo_ev": 0.61,
  "elements": ["C", "S", "N", "S", "O", "H", "H", "H", "H", "H"],
  "coordinates": [[1.654, -0.130, -0.409], [0.440, -1.474, -0.251], [-0.687, -0.674, 0.731], [-2.282, -0.163, -0.029], [-2.190, 1.452, 0.215], [2.597, -0.592, -0.672], [1.728, 0.365, 0.551], [1.351, 0.568, -1.181], [-0.925, -1.240, 1.534], [-1.685, 1.887, -0.488]]
}


entry b is favored, and the nearest alternative lies 188.4 kJ/mol above it.


Entry a
{
  "formula": "C10H17NS",
  "method": "ωB97M-V with the def2-TZVPD basis set",
  "molar_mass_g_mol": 183.32,
  "homo_lumo_gap_ev": 8.300,
  "homo_ha": -0.3001,
  "lumo_ev": 0.13,
  "elements": ["C", "C", "C", "C", "C", "C", "C", "C", "C", "C", "N", "S", "H", "H", "H", "H", "H", "H", "H", "H", "H", "H", "H", "H", "H", "H", "H", "H", "H"],
  "coordinates": [[1.584, 1.148, -0.095], [2.251, -0.130, 0.021], [1.658, 2.429, -0.321], [0.152, -0.135, -0.542], [0.569, 3.335, -0.798], [-1.879, -1.579, -0.427], [-2.011, 0.749, 0.463], [-0.670, -0.911, 1.704], [1.321, -2.426, -0.444], [-1.070, -0.483, 0.235], [1.308, -1.061, -0.340], [3.852, -0.368, 0.297], [2.645, 2.970, -0.140], [-0.056, -0.041, -1.615], [-0.115, 3.601, 0.014], [0.044, 2.898, -1.681], [0.961, 4.312, -1.445], [-2.672, -1.206, -1.068], [-2.396, -2.112, 0.395], [-1.141, -2.426, -0.769], [-1.443, 1.447, 1.193], [-2.249, 1.262, -0.419], [-2.922, 0.558, 0.918], [-0.413, -2.013, 1.797], [-1.603, -0.761, 2.419], [0.307, -0.425, 1.987], [2.368, -2.826, -0.306], [0.749, -2.883, 0.290], [0.870, -2.924, -1.323]]
}


Entry b
{
  "formula": "C10H17NS",
  "method": "ωB97M-V with the def2-TZVPD basis set",
  "molar_mass_g_mol": 183.32,
  "homo_lumo_gap_ev": [5.991, 9.275],
  "homo_ha": [-0.2622, -0.3137],
  "lumo_ev": [-1.14, 0.74],
  "elements": ["C", "C", "C", "C", "C", "C", "C", "C", "C", "C", "N", "S", "H", "H", "H", "H", "H", "H", "H", "H", "H", "H", "H", "H", "H", "H", "H", "H", "H"],
  "coordinates": [[-0.919, 2.258, 0.850], [-2.085, -0.022, -0.608], [-0.865, 3.266, 1.709], [0.809, -0.599, 0.845], [0.421, -0.462, -0.724], [-3.368, -0.663, -0.817], [1.983, 0.138, 1.282], [-0.104, -1.392, 1.771], [1.120, -1.624, -1.530], [0.809, 0.869, -1.257], [-1.027, -0.642, -0.911], [-2.424, 1.714, 0.052], [-1.811, 3.810, 2.032], [0.042, 3.505, 2.220], [-3.780, -0.649, 0.239], [-3.174, -1.635, -1.346], [-4.007, -0.045, -1.568], [2.713, 0.013, 0.449], [2.541, -0.333, 2.162], [1.852, 1.140, 1.479], [-0.725, -0.676, 2.465], [0.603, -1.963, 2.391], [-0.728, -2.066, 1.226], [0.827, -1.515, -2.634], [0.829, -2.579, -1.250], [2.248, -1.553, -1.520], [0.829, 0.837, -2.366], [1.760, 1.054, -0.901], [0.081, 1.577, -0.671]]
}


entry a is favored, and the nearest alternative lies 222.8 kJ/mol above it.